(1)
The following is a quantum chemistry calculation of a molecular structure, C11H23N2O5P2Yb in a non-equilibrium geometry, from the Open Molecules 2025 dataset.

Element x y z (Å)
Yb (-0.883, 1.136, 0.672)
P (1.288, 2.516, -0.800)
C (1.292, 1.227, -2.038)
C (1.396, -0.136, -1.653)
N (0.892, -0.587, -0.431)
C (1.246, -1.830, -0.052)
C (2.115, -2.646, -0.783)
C (2.557, -2.262, -2.045)
C (2.169, -1.006, -2.487)
C (0.708, -2.378, 1.264)
P (-0.956, -1.721, 1.721)
H (2.450, -0.641, -3.478)
H (2.397, -3.594, -0.328)
H (3.184, -2.933, -2.646)
H (0.634, -3.473, 1.187)
H (1.410, -2.112, 2.074)
H (-3.566, 1.817, -3.102)
H (1.399, 1.440, -3.120)
H (-5.061, -1.870, -0.240)
O (-2.627, 1.728, -2.943)
H (-2.516, 2.334, -2.190)
H (-2.106, 3.021, 1.385)
O (-4.245, -1.422, -0.058)
H (-4.416, -0.970, 0.803)
C (-1.960, -3.113, 1.075)
H (-1.454, -4.065, 1.278)
H (-2.942, -3.079, 1.560)
H (-2.120, -2.970, 0.000)
C (-0.849, -2.242, 3.474)
H (-1.584, -1.663, 4.045)
H (-1.065, -3.315, 3.564)
H (0.155, -2.020, 3.857)
C (3.099, 2.795, -0.536)
H (3.516, 3.416, -1.338)
H (3.253, 3.303, 0.422)
H (3.639, 1.839, -0.502)
C (0.922, 3.876, -1.989)
H (0.632, 4.762, -1.412)
H (1.822, 4.082, -2.586)
H (0.094, 3.568, -2.646)
O (-0.137, 1.436, 2.786)
N (-0.875, 2.383, 3.286)
O (-0.726, 2.728, 4.451)
O (-2.180, 2.639, 0.498)

Output
Net charge   +2
ΔE to the lowest compared entry with this formula, charge and spin   2.078 eV
Multiplicity   2
LUMO (alpha / beta)   -10.50 / -10.50 eV
Orbital gap (alpha / beta)   0.132 / 0.132 Ha
HOMO energy (alpha / beta)   -14.09 / -14.09 eV

=====

(2)
The following is a quantum chemistry calculation of 5 unconnected molecules or ions with the total composition C11H23NO17S4 in a non-equilibrium geometry, from the Open Molecules 2025 dataset.

Element x y z (Å)
O (-16.985, 18.281, -15.916)
S (-18.410, 18.177, -15.910)
O (-18.952, 17.160, -14.954)
O (-19.188, 19.678, -15.958)
C (-20.204, 19.675, -16.993)
C (-19.608, 18.977, -18.118)
O (-18.977, 17.804, -17.476)
H (-21.066, 19.109, -16.640)
H (-20.480, 20.675, -17.328)
H (-18.796, 19.564, -18.548)
H (-20.258, 18.713, -18.952)
O (-13.088, 11.048, -21.650)
S (-12.550, 11.870, -20.625)
O (-11.402, 11.324, -19.926)
O (-12.306, 13.427, -21.127)
C (-13.502, 14.222, -20.973)
C (-14.424, 13.439, -20.055)
O (-13.771, 12.342, -19.604)
H (-13.232, 15.207, -20.590)
H (-13.783, 14.426, -22.006)
H (-15.340, 13.097, -20.537)
H (-14.764, 14.015, -19.194)
O (-18.754, 18.396, -25.725)
S (-17.305, 18.773, -25.796)
O (-16.397, 17.630, -25.869)
O (-16.932, 19.878, -26.949)
C (-16.018, 20.943, -26.629)
C (-16.382, 21.156, -25.194)
O (-16.810, 19.907, -24.638)
H (-14.963, 20.708, -26.767)
H (-16.288, 21.780, -27.273)
H (-17.266, 21.781, -25.067)
H (-15.615, 21.607, -24.565)
O (-25.939, 17.493, -12.755)
S (-25.330, 16.287, -13.373)
O (-23.892, 16.171, -13.273)
O (-25.991, 14.857, -12.898)
C (-25.817, 13.880, -13.889)
C (-25.876, 14.696, -15.227)
O (-25.710, 16.010, -14.971)
H (-24.784, 13.555, -13.763)
H (-26.520, 13.058, -13.755)
H (-26.824, 14.479, -15.720)
H (-25.144, 14.351, -15.957)
C (-13.445, 22.365, -18.138)
N (-12.774, 23.586, -17.498)
C (-11.822, 23.464, -16.421)
C (-12.976, 24.850, -18.011)
O (-12.408, 25.869, -17.628)
H (-14.035, 22.645, -19.010)
H (-14.112, 21.945, -17.385)
H (-12.813, 21.534, -18.449)
H (-11.396, 24.444, -16.206)
H (-12.311, 23.078, -15.526)
H (-11.132, 22.653, -16.650)
H (-13.622, 24.964, -18.895)

Output
ΔE to the lowest compared entry with this formula, charge and spin   2.873 eV
LUMO   -0.17 eV
Orbital gap   0.340 Ha
HOMO energy   -9.42 eV
SMILES   O=S1(=O)OCCO1.O=S1(=O)OCCO1.O=S1(=O)OCCO1.O=S1(=O)OCCO1.CN(C)C=O

=====

(3)
The following is a quantum chemistry calculation of a molecular structure, C11H24AgFN3OTa in a non-equilibrium geometry, from the Open Molecules 2025 dataset.

Element x y z (Å)
N (2.036, -0.519, 0.517)
C (2.915, -1.063, 1.233)
O (3.978, -1.560, 1.379)
Ag (2.690, 0.123, -1.400)
Ta (0.161, 0.000, 0.650)
N (-0.768, -1.531, -0.144)
N (-0.127, 1.732, -0.174)
C (-0.322, -2.970, -0.182)
C (0.354, 3.070, 0.270)
C (0.814, -3.059, -1.179)
C (-1.416, -3.930, -0.665)
C (0.097, -3.387, 1.213)
C (0.355, 4.096, -0.864)
C (-0.583, 3.565, 1.365)
C (1.763, 2.911, 0.799)
H (0.456, -2.697, -2.152)
H (1.117, -4.114, -1.267)
H (1.685, -2.462, -0.886)
H (-2.273, -3.971, 0.013)
H (-1.014, -4.954, -0.704)
H (-1.754, -3.674, -1.675)
H (0.949, -2.827, 1.609)
H (0.383, -4.447, 1.171)
H (-0.734, -3.283, 1.921)
H (0.869, 3.726, -1.750)
H (0.909, 4.975, -0.510)
H (-0.648, 4.449, -1.131)
H (-1.609, 3.707, 1.006)
H (-0.219, 4.542, 1.708)
H (-0.605, 2.910, 2.244)
H (1.826, 2.243, 1.678)
H (2.099, 3.914, 1.103)
H (2.414, 2.569, -0.019)
C (-1.228, 1.721, -1.190)
H (-1.252, 0.803, -1.802)
H (-2.190, 1.900, -0.683)
H (-1.018, 2.521, -1.907)
C (-2.206, -1.319, -0.459)
H (-2.793, -2.124, 0.004)
H (-2.585, -0.368, -0.071)
H (-2.349, -1.314, -1.552)
F (-0.177, 0.093, 2.480)

Output
Net charge   +2
LUMO   -8.99 eV
Orbital gap   0.276 Ha
HOMO energy   -16.51 eV

=====

(4)
The following is a quantum chemistry calculation of a molecular structure, C11H24CeCl2NOP2S in a non-equilibrium geometry, from the Open Molecules 2025 dataset.

Element x y z (Å)
C (-0.699, -2.139, -3.400)
C (-0.692, -1.342, -2.156)
H (-1.328, -3.038, -3.331)
H (0.341, -2.416, -3.615)
H (-1.066, -1.489, -4.202)
O (-1.066, -1.587, -1.023)
Cl (2.782, 1.989, -1.530)
Ce (0.599, 0.621, -1.369)
P (2.746, -1.015, 0.411)
C (2.433, -2.052, 1.890)
C (3.974, -2.085, -0.424)
H (4.798, -2.353, 0.250)
H (4.738, -0.444, 1.665)
H (4.356, -1.526, -1.287)
H (4.276, 0.876, 0.521)
H (1.798, -2.894, 1.597)
H (3.464, -2.992, -0.771)
C (3.909, 0.143, 1.251)
H (3.383, -2.432, 2.295)
H (3.372, 0.675, 2.049)
H (1.925, -1.461, 2.660)
P (-2.491, 1.178, -0.585)
C (-3.666, 0.255, 0.465)
C (-2.677, 2.824, 0.221)
H (-2.994, 1.934, -2.819)
H (-4.459, 1.941, -1.767)
H (-3.821, 0.395, -2.441)
C (-3.556, 1.387, -2.053)
H (-2.189, 3.585, -0.404)
H (-3.753, 3.039, 0.334)
H (-4.635, 0.775, 0.456)
H (-3.289, 0.191, 1.493)
H (-2.197, 2.800, 1.211)
H (-3.781, -0.759, 0.062)
Cl (-0.483, 2.561, -2.712)
S (0.749, 1.736, 3.012)
C (-0.334, 0.376, 3.202)
C (-0.617, -0.212, 2.003)
N (0.028, 0.408, 0.922)
C (0.792, 1.448, 1.323)
H (-0.744, 0.071, 4.160)
H (-1.268, -1.061, 1.810)
H (1.346, 2.090, 0.626)

Output
Net charge   +2
Multiplicity   2
LUMO (alpha / beta)   -9.00 / -9.91 eV
Orbital gap (alpha / beta)   0.236 / 0.201 Ha
HOMO energy (alpha / beta)   -15.42 / -15.38 eV

=====

(5)
The following is a quantum chemistry calculation of a molecular structure, C11H24Cl2NO6PS in a non-equilibrium geometry, from the Open Molecules 2025 dataset.

Element x y z (Å)
C (-1.184, 1.711, -2.030)
C (-2.671, 1.691, -1.571)
Cl (-3.749, 2.053, -2.979)
C (-2.981, 0.209, -1.076)
Cl (-3.719, -0.847, -2.373)
O (-3.940, 0.274, -0.014)
S (-4.135, -1.255, 0.677)
O (-5.054, -1.083, 1.829)
O (-2.591, -1.488, 1.293)
P (-2.088, -3.121, 1.120)
N (-1.080, -3.285, -0.293)
O (-0.986, -3.295, 2.406)
H (-0.558, 1.426, -1.157)
H (-0.851, 2.723, -2.385)
H (-0.989, 1.003, -2.860)
H (-2.776, 2.402, -0.735)
H (-2.015, -0.209, -0.743)
H (-0.096, -3.364, -0.027)
H (-1.302, -4.131, -0.807)
H (-1.322, -2.690, 3.080)
C (0.665, 6.484, -0.166)
C (1.797, 5.828, -0.935)
C (1.110, 4.607, -1.518)
O (-0.265, 4.959, -1.727)
C (-0.529, 6.204, -1.064)
H (0.817, 7.547, 0.019)
H (0.532, 5.985, 0.798)
H (2.132, 6.489, -1.739)
H (2.660, 5.578, -0.318)
H (1.138, 3.764, -0.818)
H (1.554, 4.289, -2.463)
H (-0.640, 6.978, -1.831)
H (-1.464, 6.130, -0.507)
C (2.759, -4.438, 2.571)
C (2.487, -5.842, 2.060)
C (2.047, -5.575, 0.632)
O (2.731, -4.391, 0.203)
C (3.339, -3.763, 1.340)
H (3.430, -4.405, 3.429)
H (1.818, -3.957, 2.853)
H (3.412, -6.426, 2.063)
H (1.741, -6.385, 2.640)
H (0.971, -5.376, 0.578)
H (2.284, -6.400, -0.042)
H (4.421, -3.919, 1.274)
H (3.141, -2.690, 1.315)

Output
LUMO   0.44 eV
Orbital gap   0.357 Ha
HOMO energy   -9.29 eV